Entry 1:
The following is a DFT calculation (wB97M-V/def2-TZVPD) of one molecule with the formula C6H9N in a non-equilibrium geometry.

The total energy is -7854.894 eV. Its SMILES is C1[C@@H]2C3CN(C3)[C@H]12. As for the molar mass: 95.14 g mol⁻¹. The calculation puts the energy above the lowest of the compared OMol25 structures with the same formula, charge and spin at 315.1 kJ/mol. As for the LUMO energy: 1.15 eV. Its frontier orbital gap is 9.972 eV. The value obtained for the HOMO energy is -8.83 eV.

Each atom is followed by the atoms it is bonded to, with distances in Å.
Element x y z (Å)
1 C 0.4822 -1.5125 0.8875  C2 1.475, C6 1.502, H7 1.132, H8 1.086
2 C 0.9010 -0.1017 0.7887  C1 1.475, C3 1.535, C6 1.520, H9 1.116
3 C -0.1647 0.9929 0.6358  C2 1.535, C4 1.531, C5 1.571, H10 1.099
4 C -1.3740 0.2279 0.0921  C3 1.531, H11 1.118, H12 1.095, N16 1.531
5 C 0.0880 1.3113 -0.8816  C3 1.571, H13 1.072, H14 1.091, N16 1.519
6 C 0.5653 -0.8802 -0.4729  C1 1.502, C2 1.520, H15 1.083, N16 1.467
7 H 1.3343 -2.2539 0.9575  C1 1.132
8 H -0.4298 -1.8551 1.3673  C1 1.086
9 H 1.9136 0.2732 1.0692  C2 1.116
10 H -0.2341 1.7322 1.4454  C3 1.099
11 H -2.2006 0.8953 -0.2552  C4 1.118
12 H -1.7954 -0.6097 0.6570  C4 1.095
13 H -0.6220 1.9973 -1.2984  C5 1.072
14 H 1.0814 1.4089 -1.3214  C5 1.091
15 H 1.3389 -1.2733 -1.1201  C6 1.083
16 N -0.4819 -0.0773 -1.1142  C4 1.531, C5 1.519, C6 1.467

=====

Entry 2:
The following is a DFT calculation (wB97M-V/def2-TZVPD) of a 2-piece molecular cluster, C2H8S2 overall in a non-equilibrium geometry.

As for the spin multiplicity: 2. The charge is +1. The total energy is -23864.988 eV. The expectation value of S² is 0.7544. As for the molar mass: 96.22 g mol⁻¹. The calculation puts the energy above the lowest of the compared OMol25 structures with the same formula, charge and spin at 45.8 kJ/mol. As for the LUMO energy (alpha / beta): -5.39 / -8.89 eV. Its frontier orbital gap (alpha / beta) is 10.461 / 6.969 eV. The value obtained for the HOMO energy (alpha / beta) is -15.85 / -15.85 eV.

Each atom is followed by the atoms it is bonded to, with distances in Å.
Element x y z (Å)
1 C -3.0797 0.1671 1.0092  H2 1.082, H3 1.081, H4 1.095, H5 1.094
2 H -3.2600 -0.8997 1.0283  C1 1.082
3 H -3.3961 0.6986 1.8960  C1 1.081
4 H -2.0264 0.3435 0.7683  C1 1.095
5 H -3.5713 0.5658 0.1171  C1 1.094
6 C 2.6122 -0.4904 -1.5580  S7 1.832, H9 1.087, H10 1.096, H11 1.101
7 S 1.0673 -0.0261 -0.6891  C6 1.832, S8 2.073
8 S 1.6113 0.0519 1.3096  S7 2.073, H12 1.374
9 H 3.4590 -0.2188 -0.9327  C6 1.087
10 H 2.5358 -1.5396 -1.8642  C6 1.096
11 H 2.8143 -0.0175 -2.5319  C6 1.101
12 H 1.2337 1.3654 1.4473  S8 1.374

=====

Entry 3:
The following is a DFT calculation (wB97M-V/def2-TZVPD) of one molecule with the formula CH3F2N3 in a non-equilibrium geometry.

The total energy is -10986.440 eV. Its SMILES is N/C(=N/F)NF. As for the molar mass: 95.05 g mol⁻¹. The calculation puts the energy above the lowest of the compared OMol25 structures with the same formula, charge and spin at 136.2 kJ/mol. As for the LUMO energy: 0.78 eV. Its frontier orbital gap is 10.261 eV. The value obtained for the HOMO energy is -9.48 eV.

Each atom is followed by the atoms it is bonded to, with distances in Å.
Element x y z (Å)
1 C -0.2378 -0.2955 -0.0499  N2 1.276, N3 1.390, N4 1.505
2 N -1.4369 -0.7273 0.0077  C1 1.276, F5 1.328
3 N 0.9527 -1.0040 -0.1589  C1 1.390, H7 1.067, H8 1.050
4 N -0.1603 1.2060 -0.1209  C1 1.505, F6 1.417, H9 1.008
5 F -2.3820 0.1970 0.1340  N2 1.328
6 F 1.1884 1.6175 0.0147  N4 1.417
7 H 0.9391 -2.0702 -0.2012  N3 1.067
8 H 1.8335 -0.4486 -0.2960  N3 1.050
9 H -0.6968 1.5252 0.6704  N4 1.008

=====

Entry 4:
The following is a DFT calculation (wB97M-V/def2-TZVPD) of one molecule with the formula C4H4Cl2OS in a non-equilibrium geometry.

The total energy is -42136.739 eV. Its SMILES is S=CO[C@@H]1CC1(Cl)Cl. As for the molar mass: 171.05 g mol⁻¹. The calculation puts the energy above the lowest of the compared OMol25 structures with the same formula, charge and spin at 337.9 kJ/mol. As for the LUMO energy: -0.25 eV. Its frontier orbital gap is 8.741 eV. The value obtained for the HOMO energy is -8.99 eV.

Each atom is followed by the atoms it is bonded to, with distances in Å.
Element x y z (Å)
1 C 0.7590 0.7396 -0.1610  C2 1.482, C3 1.409, Cl11 1.806, Cl12 1.790
2 C 1.2620 -0.3366 -1.0478  C1 1.482, C3 1.500, H5 1.050, H6 1.212
3 C -0.1788 -0.1871 -0.6578  C1 1.409, C2 1.500, H7 1.031, O9 1.416
4 C -1.6407 -0.6357 1.2050  H8 1.064, O9 1.345, S10 1.691
5 H 2.0950 -0.8967 -0.7403  C2 1.050
6 H 1.5946 0.4287 -1.9266  C2 1.212
7 H -0.8783 0.3382 -1.2026  C3 1.031
8 H -2.1516 0.2243 0.8431  C4 1.064
9 O -0.8441 -1.0800 0.2171  C3 1.416, C4 1.345
10 S -1.8320 -1.6828 2.5185  C4 1.691
11 Cl 0.9147 0.6422 1.6360  C1 1.806
12 Cl 0.9004 2.4458 -0.6836  C1 1.790